{"formula": "C3H22F9O20S3", "method": "ωB97M-V/def2-TZVPD", "total_charge": -3, "species": ["C", "F", "F", "F", "S", "O", "O", "O", "C", "F", "F", "F", "S", "O", "O", "O", "C", "F", "F", "F", "S", "O", "O", "O", "O", "H", "H", "O", "H", "H", "O", "H", "H", "O", "H", "H", "O", "H", "H", "O", "H", "H", "O", "H", "H", "O", "H", "H", "O", "H", "H", "O", "H", "H", "O", "H", "H"], "coordinates": [[4.772, -0.655, -4.250], [3.962, -1.312, -3.356], [5.154, -1.682, -5.023], [4.154, 0.309, -4.915], [6.241, 0.143, -3.243], [5.657, 1.163, -2.342], [6.721, -0.983, -2.387], [7.350, 0.640, -4.116], [-0.971, 0.500, 0.613], [-1.763, 1.622, 0.817], [-1.746, -0.613, 0.496], [-0.130, 0.725, -0.401], [0.008, 0.338, 2.320], [0.888, 1.533, 2.339], [-1.060, 0.366, 3.330], [0.741, -0.934, 2.278], [-2.646, -5.279, -5.591], [-1.545, -5.241, -6.358], [-2.484, -4.862, -4.354], [-3.502, -4.449, -6.216], [-3.274, -7.109, -5.740], [-3.587, -7.222, -7.180], [-2.147, -7.960, -5.290], [-4.427, -7.148, -4.860], [-5.065, -2.750, 6.358], [-5.715, -3.263, 5.878], [-4.450, -2.453, 5.687], [-0.977, -5.382, 1.923], [-1.484, -4.943, 1.241], [-0.168, -4.874, 1.985], [0.301, 5.800, -5.125], [0.766, 5.646, -4.303], [0.795, 6.499, -5.553], [-6.295, 3.355, 3.392], [-6.783, 4.063, 2.971], [-5.376, 3.601, 3.284], [2.589, 5.342, -0.753], [3.303, 4.705, -0.718], [2.003, 5.083, -0.042], [4.690, -4.029, 4.933], [4.382, -3.993, 5.839], [4.169, -3.370, 4.475], [0.397, 2.798, 8.004], [0.009, 3.633, 8.265], [-0.093, 2.539, 7.224], [6.107, 2.436, 3.505], [5.415, 2.022, 4.020], [5.810, 2.359, 2.598], [1.600, 6.564, 4.255], [0.829, 6.819, 4.762], [1.497, 5.622, 4.119], [-1.115, 1.688, -6.682], [-0.796, 2.581, -6.546], [-0.682, 1.173, -6.001], [-7.510, -0.702, 1.639], [-7.409, -0.504, 0.708], [-7.111, 0.044, 2.088]], "forces_ev_per_angstrom": [[1.317, -0.969, 2.417], [-0.019, 1.650, -0.590], [0.336, 0.924, -0.975], [-0.573, -0.566, -0.349], [3.099, -0.397, 3.461], [-0.344, -0.575, -2.192], [-1.029, 0.688, -1.974], [-2.654, -0.663, 0.158], [0.983, 0.416, 3.544], [0.361, -1.362, -1.157], [0.564, 1.410, -0.967], [-1.274, -0.518, 0.092], [0.949, 0.282, 0.523], [-1.257, -1.182, -0.339], [0.447, 0.108, -1.021], [-0.834, 0.974, -0.458], [-1.154, -2.250, -1.877], [0.811, 0.485, 0.854], [0.649, 0.238, 0.151], [-0.385, 0.239, 0.411], [0.746, -0.793, -0.453], [0.430, 0.337, 1.467], [-1.161, 1.411, -0.594], [-0.025, 0.235, -0.035], [-0.103, 0.000, 0.332], [-0.129, -0.109, -0.143], [0.255, 0.126, -0.200], [-0.101, -0.333, 0.193], [-0.100, 0.141, -0.190], [0.204, 0.233, 0.014], [-0.269, -0.012, -0.184], [0.143, -0.153, 0.311], [0.132, 0.120, -0.104], [-0.217, -0.124, 0.135], [-0.125, 0.138, -0.121], [0.345, -0.069, -0.037], [-0.047, 0.391, -0.171], [0.190, -0.280, -0.059], [-0.165, -0.161, 0.175], [0.243, -0.216, 0.061], [-0.097, 0.019, 0.178], [-0.164, 0.208, -0.259], [0.150, -0.005, 0.261], [-0.066, 0.181, 0.050], [-0.074, -0.209, -0.339], [0.276, 0.194, 0.219], [-0.215, -0.127, 0.063], [-0.081, -0.088, -0.308], [0.138, 0.287, 0.016], [-0.173, 0.038, 0.088], [0.035, -0.361, -0.121], [-0.204, -0.006, -0.255], [0.102, 0.245, 0.078], [0.114, -0.207, 0.191], [-0.273, -0.163, 0.102], [0.099, -0.020, -0.240], [0.192, 0.200, 0.170]]}

{"formula": "C3H22O9S", "method": "ωB97M-V/def2-TZVPD", "total_charge": 0, "smiles": "O=CCCS.O.O.O.O.O.O.O.O", "species": ["O", "C", "C", "C", "S", "H", "H", "H", "H", "H", "H", "H", "H", "O", "H", "H", "O", "H", "H", "O", "H", "H", "O", "H", "H", "O", "H", "H", "O", "H", "H", "O", "H", "H", "O"], "coordinates": [[0.665, -0.804, -0.295], [-0.235, -0.123, -0.793], [-1.482, -0.871, -1.322], [-2.464, 0.127, -1.906], [-4.097, -0.760, -1.704], [-0.090, 0.935, -0.707], [-1.651, -1.415, -0.388], [-0.999, -1.616, -2.098], [-2.381, 1.131, -1.530], [-2.303, 0.267, -2.968], [-3.786, -1.861, -1.051], [-0.656, 0.005, 1.996], [0.760, 0.210, 2.043], [0.020, 0.513, 1.505], [-1.428, -1.772, 1.927], [-2.375, -1.312, 2.940], [-1.993, -0.989, 2.104], [-2.762, 1.533, 1.943], [-2.321, 2.426, 3.015], [-2.710, 2.512, 2.146], [2.508, 1.990, -0.570], [2.486, 3.465, -1.215], [2.342, 2.918, -0.448], [2.599, -0.089, -2.301], [2.637, -0.907, -3.535], [2.005, -0.398, -3.000], [2.070, 2.875, 1.951], [2.315, 1.550, 1.538], [2.121, 2.005, 2.379], [4.005, -1.291, -0.962], [4.259, 0.097, -0.044], [4.334, -0.409, -0.844], [-0.211, -2.627, 0.415], [-0.494, -4.114, 0.731], [-0.688, -3.200, 1.046]], "forces_ev_per_angstrom": [[-0.644, -0.120, -1.838], [1.809, -2.956, 0.455], [3.868, 0.826, -0.934], [-0.900, -2.428, -0.027], [-0.873, 1.722, -0.837], [-0.553, 1.004, -0.545], [-1.288, 0.021, -0.499], [-1.332, 1.349, 1.381], [-0.481, 0.170, 1.028], [0.035, -0.395, -0.287], [0.732, -0.241, 0.338], [-0.473, 0.639, -0.567], [0.561, 0.588, -0.290], [-0.423, 0.127, 2.464], [-0.226, 0.190, -0.499], [-0.259, 0.593, -0.247], [-0.251, -1.316, 1.059], [-0.054, 1.587, -0.230], [0.321, 0.539, 0.467], [-0.254, -2.150, -0.307], [0.190, -0.296, -0.962], [0.226, -0.433, -0.563], [-0.434, 0.665, 1.359], [-0.249, 0.083, 0.193], [-0.489, 0.165, -0.115], [0.802, -0.249, -0.160], [-0.254, 0.275, 0.674], [-0.170, -0.419, 0.744], [0.761, 0.307, -1.195], [-0.533, -0.333, 1.243], [-0.477, -0.889, 0.787], [0.906, 1.240, -1.999], [0.196, 0.017, 0.144], [-0.334, 1.078, 0.529], [0.543, -0.958, -0.767]]}

{"formula": "C3H24N6O9", "method": "ωB97M-V/def2-TZVPD", "total_charge": 0, "smiles": "NC(N)=O.NC(N)=O.NC(N)=O.O.O.O.O.O.O", "species": ["O", "H", "H", "O", "H", "H", "O", "H", "H", "O", "H", "H", "O", "H", "H", "O", "H", "H", "C", "O", "N", "N", "H", "H", "H", "H", "C", "O", "N", "N", "H", "H", "H", "H", "C", "O", "N", "N", "H", "H", "H", "H"], "coordinates": [[1.136, 0.297, -5.956], [2.063, 0.450, -6.140], [1.128, -0.126, -5.098], [2.886, -5.658, -0.323], [2.535, -5.022, -0.947], [2.811, -5.226, 0.528], [-4.065, 0.381, 2.984], [-3.637, -0.473, 3.045], [-4.748, 0.261, 2.324], [-6.157, 0.490, -0.413], [-6.168, 0.255, -1.341], [-6.761, 1.230, -0.346], [-2.564, 3.753, -3.942], [-3.486, 3.880, -4.166], [-2.347, 4.499, -3.384], [-1.714, -3.249, 3.320], [-2.094, -3.966, 3.827], [-0.912, -3.617, 2.947], [-0.856, -2.100, -1.916], [0.170, -2.206, -2.529], [-1.579, -0.986, -1.757], [-1.428, -3.058, -1.259], [-1.283, -0.099, -2.138], [-2.460, -1.109, -1.278], [-2.053, -2.802, -0.508], [-1.285, -4.007, -1.573], [5.110, 1.023, 0.319], [5.555, 1.790, 1.194], [5.202, -0.291, 0.350], [4.325, 1.381, -0.658], [5.665, -0.738, 1.128], [5.082, -0.841, -0.489], [4.165, 2.378, -0.662], [4.272, 0.785, -1.472], [0.874, 3.140, 3.406], [1.795, 3.876, 3.760], [0.358, 3.173, 2.239], [0.355, 2.181, 4.139], [0.468, 3.992, 1.658], [-0.551, 2.734, 2.192], [-0.412, 1.600, 3.833], [0.607, 2.026, 5.104]], "forces_ev_per_angstrom": [[-0.143, 0.107, -0.145], [0.210, 0.049, -0.095], [-0.090, -0.214, 0.274], [0.067, -0.226, -0.004], [-0.106, 0.182, -0.238], [0.017, 0.085, 0.221], [0.132, 0.221, 0.120], [0.153, -0.274, 0.075], [-0.229, 0.023, -0.253], [0.178, -0.126, 0.219], [0.013, -0.096, -0.237], [-0.157, 0.205, 0.067], [0.117, -0.210, -0.006], [-0.226, 0.009, -0.107], [0.107, 0.195, 0.131], [-0.150, 0.255, -0.104], [-0.133, -0.164, 0.169], [0.247, -0.043, -0.102], [0.799, 2.008, -0.742], [1.504, 0.022, -1.406], [-0.648, 2.122, -0.024], [-1.624, -4.024, 2.136], [-0.175, -0.241, 0.209], [0.178, 0.804, -0.452], [0.010, -0.814, -0.281], [0.005, 0.173, 0.575], [1.225, 1.570, 3.595], [-0.532, -1.035, -1.221], [1.327, -3.648, 0.805], [-1.612, 2.320, -2.493], [0.141, 0.238, -0.319], [-0.082, 0.052, 0.385], [-0.072, -0.176, -0.787], [-0.388, 0.653, 0.028], [3.855, 1.940, 3.026], [-0.375, -0.211, 0.245], [-3.005, 0.439, -5.434], [-1.387, -2.839, 2.988], [0.224, -0.170, 0.267], [0.082, 0.197, -0.618], [0.244, 0.242, -0.091], [0.299, 0.401, -0.374]]}

Number 1: largest force on an atom 0.0907 Eh/bohr, DFT total energy -101383.121 eV, gap between HOMO and LUMO 6.90 eV. Number 2: largest force on an atom 0.0790 Eh/bohr, DFT total energy -32728.304 eV, gap between HOMO and LUMO 9.21 eV. Number 3: largest force on an atom 0.1211 Eh/bohr, DFT total energy -30869.546 eV, gap between HOMO and LUMO 9.17 eV.